[1]
{"formula": "C5H5N", "method": "the ωB97M-V functional and the def2-TZVPD basis", "species": ["C", "C", "C", "N", "C", "C", "H", "H", "H", "H", "H"], "xyz": [[-0.373, 1.165, -0.038], [-1.393, 0.353, 0.325], [-0.743, -0.865, -0.135], [0.091, -1.507, 0.749], [1.135, -0.829, 0.316], [0.790, 0.357, -0.442], [-0.324, 2.249, 0.044], [-2.226, 0.497, 1.006], [-0.631, -1.057, -1.208], [2.161, -1.139, 0.526], [1.513, 0.775, -1.141]], "mulliken_charge": [-0.09, -0.76, 0.67, -0.63, -0.17, -0.87, 0.39, 0.36, 0.34, 0.40, 0.36], "total_charge": 0, "e_lumo_ev": 0.50, "homo_lumo_gap_ev": 9.2}

[2]
{"formula": "C5H14", "method": "the ωB97M-V functional and the def2-TZVPD basis", "species": ["C", "C", "C", "H", "H", "H", "H", "H", "H", "H", "H", "C", "C", "H", "H", "H", "H", "H", "H"], "xyz": [[-0.369, -1.185, 1.132], [-1.627, -0.347, 0.713], [-2.947, -0.822, 0.152], [-0.611, -2.184, 1.522], [0.398, -1.597, 0.465], [0.177, -0.420, 1.687], [-1.252, 0.396, 0.007], [-1.816, 0.171, 1.663], [-3.722, -0.726, 0.904], [-2.931, -1.901, -0.115], [-3.281, -0.371, -0.756], [2.465, 1.744, -0.517], [2.291, 0.552, -1.416], [2.724, 2.717, -0.970], [1.504, 1.906, 0.058], [3.248, 1.740, 0.247], [2.115, -0.226, -0.665], [3.061, 0.231, -2.109], [1.415, 0.673, -2.048]], "mulliken_charge": [-1.08, -0.04, -1.06, 0.36, 0.24, 0.30, 0.14, 0.26, 0.27, 0.28, 0.33, -0.85, -0.57, 0.31, 0.17, 0.30, 0.08, 0.34, 0.23], "total_charge": 0, "e_lumo_ev": 1.07, "homo_lumo_gap_ev": 11.9}

[3]
{"formula": "C21H27O2SiSn", "method": "the ωB97M-V functional and the def2-TZVPD basis", "species": ["C", "C", "C", "H", "C", "C", "H", "H", "H", "H", "C", "C", "C", "H", "C", "C", "H", "H", "H", "H", "Sn", "O", "C", "C", "H", "H", "H", "H", "C", "C", "C", "H", "C", "H", "C", "H", "C", "H", "C", "Si", "C", "C", "O", "H", "H", "H", "H", "H", "H", "H", "H", "H"], "xyz": [[1.736, 2.371, 0.572], [1.763, 1.777, -0.745], [0.492, 2.021, -1.381], [2.593, 1.315, -1.205], [-0.331, 2.760, -0.465], [0.427, 2.980, 0.764], [0.124, 3.588, 1.594], [2.553, 2.414, 1.247], [0.251, 1.752, -2.391], [-1.312, 3.154, -0.675], [0.028, -2.572, -0.674], [1.343, -2.180, -0.650], [1.699, -1.728, 0.729], [2.081, -2.231, -1.447], [0.299, -1.550, 1.385], [-0.605, -2.271, 0.559], [-1.627, -2.507, 0.820], [-0.468, -3.061, -1.515], [2.163, -2.586, 1.262], [0.248, -1.453, 2.472], [-0.405, 0.719, 1.067], [-2.161, -0.046, -0.931], [-2.454, 0.522, -2.145], [-3.389, 1.257, -1.231], [-1.701, 1.214, -2.581], [-2.948, -0.280, -2.778], [-3.178, 2.354, -1.148], [-5.600, 2.777, -0.623], [-5.831, 1.726, -0.743], [-4.757, 0.787, -1.007], [-5.070, -0.592, -1.083], [-4.185, -1.270, -1.231], [-6.357, -1.049, -0.888], [-6.528, -2.110, -0.917], [-7.390, -0.131, -0.667], [-8.387, -0.489, -0.546], [-7.132, 1.222, -0.569], [-7.910, 1.928, -0.356], [4.405, -0.475, 2.952], [4.165, -0.655, 1.116], [4.967, 0.761, 0.183], [4.803, -2.275, 0.470], [2.501, -0.547, 0.824], [5.467, -0.526, 3.231], [3.870, -1.259, 3.502], [4.011, 0.487, 3.299], [6.041, 0.788, 0.419], [4.871, 0.622, -0.904], [4.533, 1.732, 0.460], [4.293, -3.133, 0.924], [4.734, -2.331, -0.624], [5.869, -2.353, 0.722]], "mulliken_charge": [-0.39, -0.10, -0.63, 0.37, -0.51, -1.30, 0.55, 0.38, 0.41, 0.57, -0.33, -0.77, 0.66, 0.33, -1.27, -0.58, 0.41, 0.44, 0.26, 0.62, 0.72, -0.36, -0.44, -0.51, 0.10, 0.30, -0.07, 0.33, -0.61, 1.21, -0.44, 0.12, -0.58, 0.37, -0.48, 0.36, -0.40, 0.36, -1.04, 0.40, -1.02, -1.12, -0.21, 0.36, 0.31, 0.30, 0.39, 0.25, 0.29, 0.32, 0.28, 0.39], "total_charge": -1, "e_lumo_ev": [2.59, 2.58], "homo_lumo_gap_ev": [4.9, 4.0]}

[4]
{"formula": "C38H100Li4N6O17", "method": "the ωB97M-V functional and the def2-TZVPD basis", "species": ["Li", "Li", "Li", "Li", "O", "C", "C", "O", "H", "H", "H", "H", "C", "O", "C", "C", "N", "C", "C", "O", "C", "H", "H", "H", "H", "H", "H", "H", "H", "H", "H", "H", "H", "H", "H", "H", "C", "O", "C", "C", "N", "C", "C", "O", "C", "H", "H", "H", "H", "H", "H", "H", "H", "H", "H", "H", "H", "H", "H", "H", "C", "O", "C", "C", "N", "C", "C", "O", "C", "H", "H", "H", "H", "H", "H", "H", "H", "H", "H", "H", "H", "H", "H", "H", "C", "O", "C", "C", "N", "C", "C", "O", "C", "H", "H", "H", "H", "H", "H", "H", "H", "H", "H", "H", "H", "H", "H", "H", "C", "O", "C", "C", "N", "C", "C", "O", "C", "H", "H", "H", "H", "H", "H", "H", "H", "H", "H", "H", "H", "H", "H", "H", "C", "O", "C", "C", "N", "C", "C", "O", "C", "H", "H", "H", "H", "H", "H", "H", "H", "H", "H", "H", "H", "H", "H", "H", "O", "H", "H", "O", "H", "H", "O", "H", "H"], "xyz": [[22.484, 0.749, -14.622], [19.456, -0.269, -15.973], [17.477, 0.065, -17.924], [20.402, 2.857, -16.363], [19.308, -1.013, -17.966], [20.728, -0.992, -18.061], [21.572, 0.281, -17.557], [21.335, 0.968, -16.343], [21.135, -1.302, -19.024], [21.110, -1.858, -17.521], [21.524, 1.077, -18.300], [22.644, 0.098, -17.625], [21.645, -4.937, -15.558], [20.589, -5.328, -16.449], [20.557, -6.636, -16.914], [19.456, -6.740, -17.957], [19.716, -5.963, -19.193], [18.448, -5.830, -19.892], [18.616, -5.545, -21.378], [18.591, -4.174, -21.636], [19.786, -3.535, -22.081], [21.747, -3.853, -15.499], [22.582, -5.289, -15.988], [21.597, -5.343, -14.547], [20.300, -7.362, -16.143], [21.525, -6.830, -17.376], [18.673, -6.249, -17.378], [19.098, -7.747, -18.168], [20.096, -5.089, -18.859], [17.902, -5.042, -19.375], [17.742, -6.659, -19.844], [17.670, -5.804, -21.852], [19.363, -6.101, -21.945], [20.679, -3.595, -21.459], [19.660, -2.489, -22.362], [20.172, -3.986, -22.995], [24.958, 4.830, -12.140], [25.701, 4.227, -13.197], [25.833, 2.873, -12.954], [24.550, 2.116, -13.211], [24.058, 2.427, -14.519], [24.793, 1.745, -15.630], [25.026, 0.205, -15.448], [23.985, -0.457, -14.737], [23.884, -1.860, -14.878], [25.437, 4.771, -11.162], [23.899, 4.598, -12.032], [25.044, 5.893, -12.365], [26.093, 2.602, -11.931], [26.640, 2.486, -13.576], [23.791, 2.588, -12.587], [24.544, 1.045, -13.005], [24.192, 3.426, -14.588], [25.738, 2.165, -15.974], [24.139, 1.885, -16.490], [25.976, 0.175, -14.915], [25.037, -0.249, -16.439], [23.204, -1.973, -15.722], [23.407, -2.388, -14.052], [24.829, -2.347, -15.121], [23.533, 3.132, -18.918], [22.728, 3.859, -19.806], [23.449, 4.554, -20.801], [22.597, 5.127, -21.917], [21.876, 4.064, -22.622], [21.063, 4.605, -23.776], [20.218, 3.477, -24.425], [18.956, 3.315, -23.691], [18.268, 2.172, -23.981], [23.018, 2.902, -17.985], [24.454, 3.627, -18.611], [23.749, 2.175, -19.392], [24.247, 3.937, -21.212], [23.957, 5.310, -20.202], [23.183, 5.814, -22.527], [21.900, 5.823, -21.449], [21.128, 3.781, -22.005], [21.699, 5.102, -24.508], [20.356, 5.345, -23.399], [20.661, 2.481, -24.401], [20.007, 3.828, -25.436], [17.300, 2.414, -23.542], [18.693, 1.350, -23.404], [18.172, 1.862, -25.021], [28.015, 3.591, -20.155], [26.852, 2.714, -20.421], [26.654, 2.652, -21.797], [25.621, 1.559, -22.121], [26.022, 0.268, -21.593], [25.178, -0.899, -21.944], [23.709, -0.812, -21.452], [22.847, -0.332, -22.495], [21.487, -0.051, -22.143], [27.903, 3.978, -19.142], [28.056, 4.487, -20.774], [28.972, 3.077, -20.244], [27.579, 2.416, -22.323], [26.283, 3.562, -22.271], [25.517, 1.551, -23.206], [24.675, 1.808, -21.640], [26.132, 0.328, -20.591], [25.552, -1.808, -21.474], [25.374, -1.114, -22.994], [23.573, -0.444, -20.435], [23.336, -1.829, -21.331], [21.238, -0.891, -21.494], [20.746, -0.002, -22.941], [21.356, 0.861, -21.560], [24.499, -3.056, -18.038], [25.634, -3.832, -17.648], [25.539, -5.271, -17.816], [26.800, -5.996, -17.251], [26.787, -6.147, -15.777], [27.011, -4.915, -15.054], [27.168, -5.211, -13.519], [25.982, -5.803, -12.955], [24.869, -4.937, -12.753], [23.618, -3.512, -17.586], [24.383, -3.038, -19.122], [24.428, -2.021, -17.704], [25.541, -5.472, -18.888], [24.648, -5.540, -17.249], [27.685, -5.419, -17.519], [26.850, -6.926, -17.817], [25.911, -6.560, -15.491], [26.133, -4.283, -15.190], [27.919, -4.430, -15.411], [27.571, -4.362, -12.967], [27.855, -6.040, -13.349], [25.209, -3.981, -12.353], [24.170, -5.333, -12.017], [24.147, -4.748, -13.548], [14.811, -3.157, -20.593], [14.153, -3.317, -19.414], [14.880, -2.880, -18.240], [14.869, -1.329, -18.159], [15.819, -0.633, -19.005], [15.261, 0.712, -19.301], [16.251, 1.601, -20.112], [17.449, 1.638, -19.406], [18.581, 1.673, -20.334], [14.193, -3.658, -21.338], [15.791, -3.632, -20.556], [14.946, -2.096, -20.804], [15.904, -3.252, -18.261], [14.478, -3.369, -17.354], [15.017, -1.173, -17.090], [13.851, -0.995, -18.360], [16.029, -1.200, -19.814], [15.037, 1.312, -18.419], [14.308, 0.630, -19.823], [15.932, 2.616, -20.350], [16.362, 1.144, -21.095], [18.667, 0.870, -21.066], [19.491, 1.645, -19.735], [18.644, 2.633, -20.846], [18.375, -3.361, -16.678], [18.823, -2.692, -17.196], [19.011, -4.073, -16.604], [18.219, -1.654, -20.355], [18.570, -1.419, -19.495], [18.652, -2.479, -20.573], [20.455, 3.861, -18.295], [19.831, 4.467, -18.695], [21.183, 3.822, -18.915]], "mulliken_charge": [0.77, 0.84, 0.67, 0.83, -0.88, -0.55, 2.07, -1.47, -0.13, 0.19, -0.65, -0.36, -0.29, -0.21, -0.65, -0.60, -0.32, -0.19, -1.00, -0.34, -1.28, 0.10, -0.21, 0.48, 0.34, 0.29, 0.27, 0.51, 0.21, 0.02, 0.51, 0.41, 0.47, 0.44, 0.33, 0.52, -0.77, -0.37, -0.70, -0.72, -0.24, 0.60, -0.38, -0.36, -0.17, 0.35, 0.30, 0.30, 0.37, 0.41, 0.38, 0.40, 0.41, 0.64, -1.25, 0.50, 0.30, -0.36, 0.44, 0.21, -0.49, -0.41, -0.22, -1.12, -0.05, -0.81, -0.51, -0.32, -0.46, -0.13, 0.43, 0.16, -0.09, 0.55, 0.58, 0.39, -0.11, 0.53, 0.39, 0.29, 0.38, 0.22, 0.00, 0.41, -0.90, -0.23, -0.92, 0.03, -0.27, -1.46, 0.22, -0.51, 0.20, 0.25, 0.36, 0.32, 0.57, 0.41, 0.36, -0.09, 0.26, 0.43, 0.37, 0.04, 0.54, -0.15, 0.24, -0.07, -0.08, -0.37, 0.15, -1.01, -0.32, 0.34, -0.75, -0.38, -0.32, -0.09, 0.52, -0.21, 0.48, -0.25, 0.36, 0.42, 0.29, -0.30, 0.37, 0.39, 0.32, 0.30, 0.40, -0.16, -0.26, -0.44, -0.28, -0.75, 0.87, -1.03, -0.60, -0.32, 0.06, 0.34, -0.04, 0.39, 0.03, 0.40, 0.30, 0.30, -0.54, 0.33, 0.48, 0.50, 0.34, 0.22, -0.51, 0.58, -0.59, 0.40, 0.36, -0.34, 0.15, 0.20, -0.42, 0.26, 0.42], "total_charge": 2, "e_lumo_ev": -6.47, "homo_lumo_gap_ev": 5.4}

Respective electronic energy values: -6751.739; -5410.764; -40015.089; -85576.877 eV.